# 1
{
  "formula": "C42H42BGeN6O8Sc",
  "method": "ωB97M-V/def2-TZVPD",
  "symbols": ["H", "N", "O", "C", "C", "H", "C", "B", "Sc", "N", "O", "C", "H", "C", "H", "H", "C", "H", "C", "H", "C", "H", "H", "C", "O", "Ge", "C", "H", "H", "O", "C", "C", "H", "C", "C", "H", "H", "C", "C", "H", "C", "C", "H", "H", "H", "C", "C", "H", "H", "C", "N", "H", "C", "O", "C", "H", "C", "H", "C", "H", "C", "C", "H", "C", "C", "C", "H", "H", "H", "C", "C", "O", "H", "H", "H", "N", "H", "H", "C", "H", "H", "O", "H", "H", "C", "N", "H", "C", "H", "C", "O", "H", "C", "C", "H", "C", "C", "N", "H", "C", "C"],
  "positions_angstrom": [[6.008, -2.827, 0.686], [-1.349, 1.949, 1.052], [0.098, -1.620, -0.682], [-3.696, -1.405, 5.848], [-0.873, -5.239, 1.900], [5.260, 2.532, -0.467], [-0.490, 0.563, -2.674], [3.019, -0.400, 0.372], [-0.184, 0.493, 0.001], [-2.174, 1.580, 2.092], [3.845, -1.458, 0.091], [1.806, 0.476, -3.147], [-1.865, 0.375, -4.377], [-6.659, 0.162, 0.482], [-2.088, -5.441, -3.820], [-7.367, -1.846, 0.762], [-3.758, 0.122, 4.009], [-5.659, 2.031, 0.151], [-1.087, -4.215, 0.990], [-2.314, 3.816, 0.835], [-3.187, -1.863, -2.932], [-1.772, -4.598, -1.544], [-0.377, -1.335, 3.142], [-4.301, 0.379, 0.063], [2.989, 0.517, -2.830], [-2.394, -1.875, -0.146], [-4.129, -0.997, 0.160], [6.608, 1.475, -0.902], [-5.381, -0.149, 5.379], [-0.892, -0.304, 1.837], [-1.478, 3.178, 0.564], [5.526, 1.515, -0.755], [5.027, 1.284, -1.691], [-2.215, -3.945, -2.287], [-2.974, -3.629, -4.549], [0.923, 6.247, -1.913], [-4.166, -1.856, 6.714], [0.831, 5.258, -1.479], [-2.472, -0.254, 3.625], [2.470, 2.314, -1.146], [-2.147, -3.318, 1.144], [-1.832, 0.385, 2.458], [5.642, -1.704, 1.993], [5.395, 0.379, 2.501], [-3.790, -2.783, 2.432], [-0.410, 3.614, -0.239], [-2.979, -3.480, 2.251], [3.227, -0.655, -5.133], [-1.554, -6.188, 3.701], [1.887, 4.330, -1.589], [0.781, 0.594, -2.279], [-5.161, -2.864, 0.463], [0.188, 0.282, -4.920], [1.673, -0.489, 0.540], [-3.375, -2.341, -4.220], [-3.505, -0.857, -2.687], [-6.509, -1.215, 0.568], [-3.118, -4.008, -5.554], [-5.256, -1.785, 0.403], [4.982, -0.838, -2.151], [-0.838, 0.411, -4.060], [-2.777, -4.511, 3.157], [-0.404, -4.113, 0.158], [-1.722, -5.393, 2.984], [-2.396, -4.430, -3.576], [-1.807, -1.245, 4.360], [-1.133, 5.597, -0.706], [-0.034, -5.911, 1.765], [2.175, -0.032, -6.427], [-2.424, -1.800, 5.482], [5.085, 0.574, 0.358], [-0.579, -1.693, 4.037], [-4.260, 0.873, 3.413], [6.665, -0.810, -1.595], [-3.435, -4.605, 4.011], [1.481, 0.305, -4.504], [-7.635, 0.614, 0.614], [5.750, -2.320, -1.567], [5.769, 0.961, 1.662], [7.073, -1.449, 0.982], [2.810, 4.572, -2.095], [-1.368, 0.667, -1.752], [-3.836, -1.708, -4.970], [-3.452, 1.016, -0.143], [-0.308, 4.905, -0.816], [0.600, 2.700, -0.402], [6.850, 0.836, 1.601], [5.678, -1.241, -1.422], [3.180, 1.078, -5.459], [-4.379, -0.446, 5.106], [3.676, 0.790, 0.554], [-1.885, -2.560, 6.031], [5.197, -0.969, -0.004], [6.033, -1.779, 0.981], [0.046, 0.146, -5.985], [2.582, 0.167, -5.438], [1.706, 3.075, -1.050], [1.034, -1.962, 0.031], [5.558, 2.011, 1.864], [-2.605, -2.654, -1.941], [-5.554, 0.956, 0.223]],
  "mulliken_spin": [0.00, 0.22, 0.18, 0.02, 0.02, 0.00, 0.04, -0.05, -0.25, -0.08, 0.01, 0.02, 0.00, 0.00, 0.00, 0.00, 0.02, 0.00, -0.02, 0.02, 0.00, 0.00, 0.01, -0.12, 0.00, -0.14, -0.10, 0.00, 0.00, 0.03, 0.24, 0.00, 0.00, -0.02, -0.03, 0.01, 0.00, 0.03, 0.03, -0.04, -0.13, 0.08, 0.00, 0.00, 0.00, 0.12, 0.00, 0.00, 0.00, 0.15, 0.01, 0.00, 0.00, -0.06, 0.02, 0.00, 0.00, 0.00, 0.04, 0.00, 0.00, 0.01, -0.01, -0.02, 0.01, 0.03, 0.00, 0.00, 0.00, -0.01, 0.00, 0.01, 0.00, 0.00, 0.00, -0.01, 0.00, 0.00, 0.00, 0.00, 0.01, -0.05, 0.00, 0.04, 0.04, 0.14, 0.00, 0.00, 0.00, -0.01, 0.01, 0.00, 0.00, 0.00, 0.00, 0.00, -0.02, 0.68, 0.00, -0.10, 0.00],
  "energy_ha": -5418.95552,
  "lumo_ev": [2.294, 2.386],
  "e_homo_ev": [-2.939, -4.068],
  "spin_multiplicity": 2,
  "s_squared": 1.57,
  "charge": -1,
  "e_above_lowest_kj_mol": 156.9
}

---

# 2
{
  "formula": "C42H42Cl4F6O3",
  "method": "ωB97M-V/def2-TZVPD",
  "symbols": ["H", "Cl", "C", "C", "H", "C", "H", "C", "C", "H", "F", "H", "C", "C", "C", "C", "C", "O", "H", "H", "C", "H", "C", "H", "H", "H", "H", "H", "C", "C", "H", "H", "O", "H", "H", "H", "H", "H", "O", "C", "C", "C", "C", "H", "C", "H", "Cl", "H", "C", "H", "C", "C", "C", "H", "C", "H", "C", "C", "H", "H", "H", "C", "H", "C", "Cl", "H", "H", "C", "C", "C", "C", "C", "H", "C", "H", "F", "H", "H", "H", "F", "C", "H", "H", "H", "H", "C", "C", "C", "Cl", "F", "C", "F", "F", "C", "C", "H", "C"],
  "positions_angstrom": [[8.760, -3.970, -0.337], [1.783, -4.348, -2.042], [-2.907, 3.536, -0.655], [7.874, -3.347, -0.358], [0.714, -2.893, -0.515], [3.379, 0.630, 2.758], [4.039, 2.045, 4.248], [2.461, -0.367, 2.480], [6.890, -3.525, -1.320], [0.228, -4.583, -0.314], [4.420, -1.126, -0.214], [-5.433, -5.155, 2.789], [7.706, -2.386, 0.634], [1.277, -0.046, -1.299], [1.808, 2.309, -4.879], [1.065, -3.918, -0.503], [-3.395, 5.842, -2.108], [-0.889, 1.191, -0.165], [-1.033, 3.460, -1.705], [-5.853, 2.199, 1.309], [2.095, 2.438, -7.233], [5.525, 0.663, -2.478], [-4.046, -4.365, 1.363], [-3.587, 6.777, -2.621], [-2.609, -2.027, 2.546], [0.675, -1.392, 3.128], [-2.688, 2.677, -0.034], [-4.287, 3.502, 5.040], [-2.684, -0.997, 2.902], [-5.618, 1.970, 2.341], [2.695, 4.379, -7.987], [1.072, 1.006, -1.472], [-1.081, -0.602, 1.198], [2.087, 1.960, -8.205], [2.289, -0.098, -0.893], [-2.626, -3.814, -0.145], [-4.858, 3.893, 0.223], [-4.097, -3.329, 1.674], [0.354, -0.675, -0.393], [-5.475, 0.433, 4.191], [-4.108, 4.185, -0.497], [5.749, -2.740, -1.299], [-5.856, 0.713, 2.884], [-3.731, -0.821, 3.146], [1.774, 1.685, -6.108], [-5.687, -0.550, 4.595], [5.466, 2.062, -4.357], [-2.036, -0.939, 3.775], [3.316, 1.284, 3.981], [4.167, 0.873, 2.058], [-4.893, 1.421, 4.975], [6.538, -1.630, 0.684], [-3.184, -4.627, 0.301], [3.953, 1.509, -2.643], [-3.110, -5.915, -0.205], [2.654, 5.443, -5.754], [-1.959, 3.995, -1.547], [2.461, 3.779, -7.117], [6.335, -0.976, 1.524], [2.169, 4.103, -3.762], [1.502, 0.642, -6.192], [1.445, -0.679, 3.389], [-4.580, 1.233, 5.992], [2.153, 3.636, -4.740], [4.049, -0.455, -3.923], [1.213, -0.576, -2.244], [4.947, -2.984, -1.988], [-0.556, 0.095, 0.193], [-4.343, 5.326, -1.241], [-2.244, -0.037, 1.838], [4.744, 0.978, -3.158], [-4.761, 2.713, 4.468], [-1.405, 5.557, -2.883], [-4.838, -5.353, 1.908], [2.490, -0.921, 1.551], [1.523, 1.598, -3.762], [-6.411, -0.026, 2.323], [8.465, -2.142, 1.366], [-3.905, -7.912, -0.114], [-5.550, 5.934, -1.165], [-2.202, 5.169, -2.260], [-3.010, 0.178, 1.089], [7.075, -4.226, -2.122], [2.244, 1.504, 5.835], [-2.526, -6.137, -1.091], [-4.692, -6.638, 1.420], [1.368, 0.050, 4.556], [2.313, 0.988, 4.886], [2.214, -4.095, 0.829], [0.408, -0.243, 5.463], [-3.877, -6.934, 0.347], [-5.461, -7.616, 1.943], [-4.790, 4.154, 2.616], [5.560, -1.850, -0.266], [2.456, 4.387, -5.866], [-1.979, 0.932, 2.269], [-5.083, 2.952, 3.149]],
  "mulliken_charge": [0.37, -0.19, 0.07, -0.50, -0.64, -0.74, 0.37, 0.14, -0.47, 0.15, -0.06, 0.40, -0.43, -0.35, 0.11, 0.95, -0.64, -0.62, 0.51, 0.49, -0.47, 0.31, -0.03, 0.41, 0.21, 0.49, 0.43, 0.40, -0.84, -0.47, 0.39, 0.35, -0.10, 0.37, -0.03, 0.56, 0.32, 0.36, -0.21, -0.54, -0.50, -0.15, -0.40, -0.06, -0.29, 0.50, -0.17, 0.19, -0.51, 0.53, -0.41, -0.49, -0.72, 0.04, -0.29, 0.39, -0.79, -0.57, 0.36, 0.43, 0.42, -0.59, 0.41, -0.17, -0.15, 0.26, 0.36, 0.61, 0.39, -0.18, -0.06, -0.47, 0.39, -0.63, 0.28, -0.10, 0.37, 0.37, 0.41, -0.32, -0.33, 0.34, 0.38, 0.42, 0.38, 0.40, 0.43, -0.52, -0.17, -0.34, -0.49, -0.31, -0.30, 0.27, -0.51, 0.33, 0.50],
  "energy_ha": -4291.30368,
  "lumo_ev": 0.497,
  "e_homo_ev": -8.911,
  "spin_multiplicity": 1
}

---

# 3
{
  "formula": "C42H42ClO8P2S3W",
  "method": "ωB97M-V/def2-TZVPD",
  "symbols": ["H", "H", "S", "H", "C", "H", "O", "C", "C", "P", "H", "C", "C", "C", "H", "C", "H", "O", "C", "H", "H", "C", "H", "O", "C", "C", "H", "C", "H", "C", "H", "C", "C", "C", "H", "H", "Cl", "H", "O", "C", "C", "H", "H", "H", "C", "H", "O", "H", "H", "C", "S", "S", "C", "W", "C", "H", "H", "O", "H", "C", "C", "C", "C", "C", "H", "O", "H", "C", "H", "H", "H", "H", "C", "H", "H", "H", "C", "H", "C", "O", "H", "C", "C", "C", "C", "H", "C", "H", "C", "C", "H", "C", "H", "C", "H", "C", "H", "C", "P"],
  "positions_angstrom": [[1.683, -0.286, 3.618], [4.991, 1.511, -2.877], [-1.566, -0.459, 2.650], [5.947, 3.519, -1.795], [-0.755, -1.554, 6.398], [-4.039, -3.571, -2.191], [0.378, -0.557, -2.031], [4.352, 2.179, -2.315], [-5.165, -1.190, 1.155], [0.409, 2.382, -1.357], [6.664, -3.240, -0.378], [0.117, 2.785, -5.418], [3.003, 1.907, -2.199], [2.172, 2.777, -1.488], [5.604, -3.014, 1.014], [-1.476, -1.714, -2.999], [4.302, -2.695, -1.111], [-3.335, 0.977, -1.599], [-1.917, -4.140, -2.493], [-3.168, 3.066, -4.653], [-4.672, -4.280, 2.472], [-0.711, 3.860, 0.824], [-2.538, -3.246, 3.132], [4.281, -0.835, -0.178], [6.059, -2.511, 0.163], [-3.263, -2.676, 2.571], [2.111, -2.637, 2.874], [-1.599, 2.740, -3.241], [2.596, 1.014, -2.663], [-0.099, -2.469, 3.839], [-3.597, -1.280, -2.632], [-1.237, 4.999, 1.411], [-5.408, -2.516, 1.491], [2.710, 3.908, -0.886], [-1.835, -1.942, -4.000], [-1.472, -5.066, -2.134], [-0.502, 2.470, 1.852], [4.485, 5.049, -0.522], [-0.438, -0.745, 1.588], [-3.973, -0.593, 1.531], [2.423, -0.898, 4.135], [0.419, -3.200, 7.102], [-2.274, 2.773, -2.400], [-1.125, 7.027, -1.294], [0.629, 2.590, -4.145], [1.951, -1.325, 5.022], [-1.691, 0.120, -0.375], [0.162, -2.797, 2.840], [1.695, 2.476, -4.028], [-2.584, 0.071, -1.395], [2.192, 0.814, 0.882], [1.614, -2.168, 0.047], [-0.961, -2.974, -2.257], [0.227, -0.112, -0.197], [-0.508, 4.984, -1.265], [-0.222, 4.996, -2.307], [-2.163, -4.268, -3.546], [0.075, -0.346, -4.233], [1.008, -4.001, 4.843], [-2.105, 2.922, -4.517], [-1.235, -0.877, 5.285], [-2.616, -2.408, -1.014], [-0.229, 2.557, -3.048], [-3.124, -3.717, -1.620], [2.083, 4.590, -0.327], [-1.198, -2.628, -0.878], [-5.906, -0.618, 0.613], [0.378, -3.128, 4.959], [3.246, -0.263, 4.458], [-1.511, 4.987, 2.456], [-3.769, 0.440, 1.277], [5.485, -1.498, -1.658], [-0.350, 3.810, -0.516], [0.094, -3.188, -2.408], [0.792, 2.814, -6.263], [3.629, -2.660, 3.784], [-1.247, 2.939, -5.609], [-6.347, -2.976, 1.211], [-0.911, -1.356, 4.024], [3.686, -1.518, 2.119], [-1.849, 0.008, 5.401], [-1.018, 6.135, -0.693], [-3.026, -1.348, 2.222], [-4.465, -3.254, 2.200], [5.028, -1.950, -0.782], [-1.800, 7.035, 1.093], [4.890, 3.309, -1.707], [-3.043, -2.143, -0.054], [2.922, -2.021, 3.262], [-0.329, -0.753, -3.194], [-1.641, 3.087, -6.606], [0.045, -2.676, 6.233], [6.718, -1.725, 0.528], [4.071, 4.168, -0.994], [-3.326, -4.446, -0.838], [-2.667, -1.284, -2.069], [-0.999, -1.200, 7.389], [-1.392, 6.141, 0.643], [3.070, -0.999, 0.784]],
  "mulliken_spin": [0.00, 0.00, 0.03, 0.00, 0.00, 0.00, 0.02, 0.00, 0.00, 0.03, 0.00, 0.00, 0.00, 0.00, 0.00, 0.00, 0.00, 0.00, 0.00, 0.00, 0.00, -0.01, 0.00, 0.00, 0.00, 0.00, 0.00, 0.00, 0.00, 0.00, 0.00, 0.00, 0.00, 0.00, 0.00, 0.00, 0.01, 0.00, 0.14, 0.01, 0.01, 0.00, 0.00, 0.00, 0.00, 0.00, 0.04, 0.00, 0.00, 0.00, -0.03, -0.02, 0.00, 0.72, 0.00, 0.00, 0.00, 0.02, 0.00, 0.00, 0.00, 0.01, -0.01, 0.00, 0.00, 0.03, 0.00, 0.00, 0.00, 0.00, 0.00, 0.00, -0.03, 0.00, 0.00, 0.00, 0.00, 0.00, 0.00, 0.00, 0.00, 0.00, 0.00, 0.00, 0.00, 0.00, 0.00, 0.00, -0.01, 0.02, 0.00, 0.00, 0.00, 0.00, 0.00, 0.01, 0.00, 0.00, 0.03],
  "energy_ha": -4631.81330,
  "lumo_ev": [-6.529, -6.191],
  "e_homo_ev": [-13.550, -13.647],
  "spin_multiplicity": 2,
  "s_squared": 0.76,
  "charge": 2,
  "e_above_lowest_kj_mol": 68.1
}

---

What are the max |F| values for these records? In order: 1.179; 1.101; 0.700 eV/Å.